(1)
{
  "formula": "C34H36CrGeN8S2",
  "method": "wB97M-V/def2-TZVPD",
  "symbols": ["Cr", "C", "N", "C", "C", "N", "N", "C", "N", "N", "H", "H", "H", "H", "H", "H", "H", "H", "H", "H", "H", "S", "C", "N", "C", "C", "C", "C", "C", "C", "S", "H", "H", "H", "H", "N", "C", "C", "C", "N", "C", "C", "H", "H", "H", "H", "H", "H", "C", "C", "C", "C", "C", "C", "Ge", "C", "C", "C", "C", "C", "C", "C", "C", "C", "C", "C", "C", "H", "H", "H", "H", "H", "H", "H", "H", "H", "H", "H", "H", "H", "H", "H"],
  "xyz": [[0.0807, -0.5677, -0.7001], [3.4315, -3.5928, 1.1799], [3.7698, -2.3139, 0.5938], [5.1325, -1.8102, 0.7845], [2.8327, -1.5854, -0.0317], [1.5623, -1.6549, 0.1287], [3.4639, -0.6918, -0.9785], [2.8210, 0.2300, -1.7966], [3.7093, 0.9269, -2.5874], [1.5233, 0.3326, -1.8452], [4.3452, -4.1625, 1.2499], [2.6541, -4.0390, 0.6086], [2.9916, -3.4512, 2.2008], [5.6792, -2.5447, 1.3881], [5.0953, -0.8498, 1.2578], [5.5888, -1.7212, -0.1751], [1.3358, -2.3329, 0.8489], [4.4005, -0.8935, -1.2565], [4.6523, 1.0239, -2.2323], [3.2880, 1.7426, -3.0317], [1.2425, 1.0728, -2.4965], [-2.4002, 0.6710, -2.4362], [-1.8236, -0.8097, -2.9168], [-0.7565, -1.4476, -2.3559], [-0.4403, -2.6158, -3.0376], [0.6783, -3.3813, -2.8214], [0.8030, -4.5885, -3.4542], [-0.1769, -5.0719, -4.3426], [-1.2405, -4.2413, -4.7209], [-1.4296, -3.0193, -4.0717], [-2.6132, -1.8089, -4.2281], [1.4483, -3.0544, -2.0892], [1.6814, -5.2089, -3.2466], [-0.2199, -6.0905, -4.7001], [-1.8422, -4.4680, -5.6324], [-4.3855, -2.7721, 3.0229], [-3.3050, -2.4207, 2.2981], [-3.3873, -2.6623, 0.9092], [-2.4754, -2.0375, 0.1043], [-1.3907, -1.3749, 0.5701], [-1.2472, -1.2560, 1.9347], [-2.1981, -1.7866, 2.8360], [-5.3214, -2.9122, 2.5685], [-4.4931, -2.6088, 4.0129], [-4.1518, -3.2007, 0.3982], [-2.6283, -2.0781, -0.9870], [-0.4165, -0.7219, 2.3711], [-2.0373, -1.6594, 3.9010], [1.7312, 5.1895, -1.7680], [0.9339, 4.3323, -2.5693], [0.0829, 3.3980, -1.8914], [0.1192, 3.2297, -0.5041], [0.8513, 4.1662, 0.2465], [1.5871, 5.2108, -0.3734], [-0.7225, 1.7593, 0.4808], [0.1669, 1.8690, 2.2606], [1.5337, 2.0508, 2.1104], [2.3056, 2.3323, 3.2346], [1.7743, 2.0435, 4.5340], [0.3886, 1.7120, 4.6833], [-0.3940, 1.7173, 3.5243], [-2.5836, 2.2340, 0.6836], [-3.4140, 1.5147, 1.5392], [-4.7941, 1.6948, 1.4424], [-5.3519, 2.5868, 0.5465], [-4.4759, 3.4132, -0.2046], [-3.1225, 3.2666, -0.1057], [2.4986, 5.7745, -2.2607], [0.9211, 4.3186, -3.6404], [-0.5036, 2.6720, -2.4652], [0.5904, 4.2761, 1.2914], [2.0252, 6.0429, 0.1435], [1.9998, 2.0467, 1.1133], [3.2898, 2.7250, 3.1013], [2.4162, 2.1653, 5.3866], [-0.0506, 1.5044, 5.6805], [-1.4907, 1.7034, 3.6364], [-3.0286, 0.6929, 2.1790], [-5.4235, 1.0296, 1.9912], [-6.4305, 2.7346, 0.5264], [-4.8120, 4.1832, -0.8948], [-2.4480, 3.9192, -0.6532]],
  "atomic_forces_ev_per_a": [[-0.9, 2.0, 1.3], [-0.4, 1.2, 1.7], [0.4, -0.5, 0.2], [-0.7, -0.9, 0.2], [1.5, 1.2, -1.2], [1.0, -0.9, 0.2], [-2.1, 0.0, 0.8], [-0.6, -0.3, -0.1], [-0.9, 0.0, 0.2], [1.6, 0.4, -0.5], [-0.1, -0.5, -0.1], [-0.3, -0.8, -0.7], [0.5, -0.2, -0.5], [-0.1, 0.4, -0.2], [0.2, 0.5, 0.4], [0.9, 0.0, -0.5], [-0.1, 0.1, 0.1], [0.2, -0.2, 0.1], [-0.3, 0.3, -0.2], [0.6, -0.2, 0.1], [0.0, -0.1, 0.4], [-0.3, -0.2, -0.4], [0.3, -1.3, -0.3], [-1.0, -1.0, -3.0], [-2.7, 1.3, -0.5], [1.5, -0.3, 1.1], [0.3, -1.0, 0.0], [-1.1, 1.0, 0.0], [-0.1, 0.0, -1.0], [2.0, 0.3, 1.4], [0.4, 0.8, 0.7], [-0.7, -0.2, -0.7], [-0.4, 0.2, -0.1], [0.6, 0.0, -0.3], [0.2, -0.2, 1.2], [-2.4, -0.7, 0.4], [-1.4, -0.4, -0.5], [1.0, 1.2, 0.0], [0.5, -0.1, -0.1], [0.2, 0.1, 1.2], [-1.7, -1.5, -0.3], [1.7, 0.7, -1.2], [1.8, 0.1, 0.4], [0.5, 0.2, -0.1], [-0.8, -0.3, 0.3], [0.3, -0.1, 0.8], [0.3, 0.1, -0.5], [-0.2, 0.1, -0.1], [-0.5, -0.9, -0.9], [-0.5, -0.7, 2.4], [1.3, 0.0, -0.5], [0.4, 1.0, 0.1], [-0.6, 2.3, -0.9], [-0.6, -1.5, -0.7], [0.8, -1.2, -0.3], [-0.4, -0.3, -0.8], [0.7, 0.2, 0.7], [-1.1, -1.2, 1.1], [-1.1, 0.4, -1.3], [1.6, 0.3, -0.2], [-0.6, 0.4, 0.5], [0.2, 0.4, 0.5], [-0.1, -0.6, -0.6], [0.2, -0.2, -0.3], [0.6, 1.0, -0.2], [-1.2, 0.0, 0.1], [0.6, -0.8, 0.3], [-0.3, 0.5, 0.1], [0.3, 0.3, -0.4], [0.0, 0.4, -0.1], [0.6, -0.2, 0.2], [0.3, -0.1, 0.5], [-0.3, 0.2, 0.5], [0.7, -0.1, 0.2], [0.1, 0.0, 0.3], [0.4, 0.3, -0.8], [0.5, -0.2, -0.1], [-0.2, 0.8, -0.5], [-0.5, -0.1, 0.5], [0.2, -0.1, -0.2], [-0.5, -0.1, 0.2], [-0.1, -0.1, -0.1]],
  "mulliken_spin": [3.92, 0.00, 0.02, 0.00, 0.06, -0.05, 0.01, 0.05, 0.01, -0.10, 0.00, 0.00, 0.00, 0.00, 0.00, 0.00, 0.03, 0.00, 0.00, 0.00, 0.02, 0.64, -0.10, 0.16, 0.10, 0.01, 0.01, 0.11, -0.07, 0.13, 0.09, -0.02, 0.00, 0.00, 0.00, 0.01, 0.01, -0.01, 0.07, -0.11, 0.03, 0.00, 0.00, 0.00, 0.00, -0.02, 0.00, 0.00, 0.00, 0.01, -0.02, 0.01, -0.01, 0.00, -0.05, -0.02, 0.05, 0.00, 0.00, 0.00, 0.00, 0.00, -0.01, 0.00, 0.00, -0.01, -0.01, 0.00, 0.00, 0.03, 0.00, 0.00, 0.02, 0.00, 0.00, 0.00, 0.00, 0.00, 0.00, 0.00, 0.00, 0.00],
  "mol_weight_g_mol": 745.5,
  "lumo_energy_ev": [-2.429, -5.573],
  "gap_ev": [5.68, 2.75],
  "e_above_lowest_kj_mol": 187.89,
  "total_charge": 1,
  "spin_multiplicity": 6,
  "homo_ev": [-8.11, -8.32]
}

(2)
{
  "formula": "C8H8O",
  "method": "wB97M-V/def2-TZVPD",
  "symbols": ["C", "C", "C", "C", "C", "C", "C", "C", "O", "H", "H", "H", "H", "H", "H", "H", "H"],
  "xyz": [[1.2199, -1.6692, -0.3013], [1.0663, -1.4891, 1.0019], [1.9612, 0.7909, -0.6535], [1.8718, 1.0514, 0.6143], [0.8580, -0.2190, -0.6773], [0.7776, 0.0641, 0.9471], [-0.3821, 0.3090, -0.0180], [-2.7654, 0.3456, -0.2706], [-1.5497, -0.3622, -0.1561], [1.1258, -2.4997, -1.0924], [1.0578, -2.1530, 1.7358], [2.5186, 1.0202, -1.4307], [2.3506, 1.8426, 1.2867], [-0.4775, 1.3327, -0.1933], [-3.4735, -0.0759, -1.0545], [-2.6723, 1.4843, -0.4132], [-3.4872, 0.2272, 0.6752]],
  "atomic_forces_ev_per_a": [[-1.7, 0.6, -4.3], [-0.3, 4.4, -1.1], [-3.5, -2.7, -0.5], [-0.2, 1.6, 5.0], [1.7, -1.8, -5.7], [-0.2, -1.0, 5.5], [1.0, 0.3, -0.1], [-2.7, 1.0, 1.3], [-1.0, -1.4, 0.1], [0.7, 1.1, 1.7], [0.2, -2.4, 3.4], [2.8, 1.3, -3.3], [-0.5, -1.6, -0.9], [-0.1, 1.7, -0.3], [1.6, 0.4, 0.4], [0.2, -1.7, 0.0], [2.0, 0.2, -1.4]],
  "nbo_charge": [-0.28, -0.27, -0.25, -0.25, 0.07, 0.05, 0.04, -0.26, -0.51, 0.24, 0.21, 0.22, 0.23, 0.19, 0.20, 0.18, 0.17],
  "mol_weight_g_mol": 120.2,
  "lumo_energy_ev": [1.018, -1.943],
  "gap_ev": [5.30, 7.49],
  "e_above_lowest_kj_mol": 540.36,
  "spin_multiplicity": 3,
  "homo_ev": [-4.29, -9.44]
}

(3)
{
  "formula": "C13H50N14O12",
  "method": "wB97M-V/def2-TZVPD",
  "symbols": ["N", "C", "N", "O", "H", "H", "H", "H", "N", "C", "N", "O", "H", "H", "H", "H", "N", "C", "N", "O", "H", "H", "H", "H", "N", "C", "N", "O", "H", "H", "H", "H", "N", "C", "N", "O", "H", "H", "H", "H", "N", "C", "N", "O", "H", "H", "H", "H", "N", "C", "N", "O", "H", "H", "H", "H", "C", "C", "O", "H", "H", "H", "H", "H", "H", "C", "O", "H", "H", "H", "H", "C", "O", "H", "H", "H", "H", "C", "O", "H", "H", "H", "H", "C", "O", "H", "H", "H", "H"],
  "xyz": [[1.6525, 2.9486, 2.3676], [1.5860, 2.0140, 1.5199], [2.4418, 2.1997, 0.5050], [0.6750, 0.9913, 1.5773], [0.9660, 2.8491, 3.1766], [2.6222, 3.2218, 2.7008], [2.4411, 1.5653, -0.3132], [3.0132, 3.0983, 0.4159], [0.9786, -2.7700, 2.4280], [-0.2099, -3.2810, 2.4137], [-1.0449, -2.4511, 2.9822], [-0.6378, -4.4684, 1.9489], [1.7583, -3.2436, 1.9605], [1.1949, -1.9071, 2.9375], [-2.0215, -2.5903, 2.6348], [-0.9041, -1.4495, 3.2692], [1.9190, -4.6056, 0.6769], [3.0177, -5.1965, 0.9725], [3.0173, -5.7486, 2.1340], [4.1262, -5.1746, 0.1316], [1.9725, -4.0494, -0.1787], [0.9454, -4.8586, 0.9624], [3.9230, -6.2753, 2.3117], [2.1954, -5.9017, 2.6112], [-4.5430, -0.6356, 2.4525], [-3.9213, 0.1049, 1.5991], [-4.6167, 0.3113, 0.5296], [-2.6622, 0.6803, 1.7521], [-4.1685, -0.6465, 3.3840], [-5.4831, -0.8822, 2.3735], [-4.0252, 0.8940, -0.0995], [-5.5153, -0.1270, 0.1892], [5.1004, -2.3578, 2.1880], [4.2051, -1.8277, 1.4679], [3.3127, -1.1014, 2.0950], [4.0312, -1.9108, 0.0625], [5.7752, -2.9838, 1.6630], [4.9795, -2.4738, 3.2175], [2.7074, -0.5899, 1.5001], [3.2476, -0.8204, 3.0881], [1.3860, 2.2125, -3.8513], [2.2477, 3.1667, -3.6293], [2.8554, 3.0810, -2.4981], [2.3335, 4.2211, -4.4580], [0.7549, 2.2458, -4.6055], [1.4772, 1.3186, -3.3651], [3.1891, 3.9076, -2.0030], [2.9180, 2.2206, -1.9608], [-0.4483, 3.1637, -2.3431], [-1.3201, 3.8246, -3.0406], [-2.3229, 4.3626, -2.3734], [-1.1828, 3.9879, -4.4052], [0.3703, 2.8909, -2.9111], [-0.4991, 2.9212, -1.3623], [-3.0168, 4.9188, -2.9377], [-2.3747, 4.4702, -1.3100], [-0.7721, -0.1280, -1.2460], [-0.5506, -1.2412, -0.2763], [0.8780, -1.4332, -0.1936], [-0.4286, 0.8239, -0.8069], [-1.8093, -0.1031, -1.3186], [-0.2846, -0.1295, -2.2149], [-1.0300, -2.2107, -0.5117], [-0.8716, -0.9320, 0.7467], [1.1090, -1.7444, 0.6933], [-4.1766, 1.4607, -2.4383], [-3.5038, 2.0647, -1.3896], [-5.2456, 1.5877, -2.3520], [-4.0164, 0.4093, -2.3600], [-3.7974, 1.7622, -3.4113], [-2.8040, 2.6503, -1.7721], [-3.5512, -3.1785, 0.4267], [-3.5036, -2.9571, 1.8313], [-2.8847, -3.9131, -0.0155], [-3.3084, -2.2047, 0.0274], [-4.5656, -3.5389, 0.1584], [-3.9196, -2.1401, 1.9984], [-1.5901, 4.0761, 1.1386], [-1.3553, 2.9543, 0.3917], [-2.2075, 4.6943, 0.4571], [-0.6422, 4.6049, 1.3893], [-2.1796, 3.9438, 2.0291], [-1.1419, 2.2659, 1.0211], [3.1627, -0.1138, -2.6599], [2.2584, 0.3857, -1.7272], [2.7799, -0.6659, -3.5272], [3.8883, -0.8048, -2.2567], [3.7774, 0.6476, -3.1893], [1.8677, -0.3561, -1.1967]],
  "atomic_forces_ev_per_a": [[0.1, 4.0, 7.5], [-3.6, -7.1, -4.2], [1.5, 0.4, -1.6], [4.1, 4.4, -0.1], [1.4, 0.2, -1.5], [-1.9, -0.2, -0.8], [-0.1, 0.2, 0.9], [-1.5, -2.0, 0.4], [5.0, 0.5, -0.3], [-3.1, -4.2, -1.0], [-4.6, 2.3, 1.2], [2.5, 4.4, 1.2], [-0.4, 0.1, 0.4], [-0.5, -0.8, -0.5], [0.8, -0.3, 0.6], [0.6, -1.7, -0.8], [-3.7, 2.4, -3.1], [7.1, 0.1, -5.8], [5.1, -2.7, 2.2], [-5.0, -0.2, 4.5], [0.0, -0.4, 0.2], [0.8, 0.1, 0.3], [-2.1, 0.7, 0.1], [-1.8, -0.5, 1.4], [0.7, -1.5, 4.6], [6.3, 4.3, -0.4], [-0.6, 1.3, -4.3], [-6.1, -3.3, -0.1], [0.0, -0.1, 0.3], [-1.5, -0.1, -0.3], [-1.0, -0.2, -0.2], [1.8, 0.7, 1.0], [4.8, -3.8, 1.7], [-3.1, 1.0, -9.0], [-2.2, 2.0, 2.1], [1.4, 0.3, 7.0], [-1.3, 0.9, 1.2], [0.3, 0.2, -1.6], [-0.7, 0.5, -0.5], [0.7, -0.6, -1.0], [-0.3, -3.8, -0.8], [0.1, 7.0, -6.3], [3.0, 0.4, 4.5], [-0.2, -4.5, 3.9], [-0.4, 0.4, -1.3], [-0.2, 0.6, -0.1], [0.0, -0.3, -1.0], [-0.4, 0.4, -0.6], [1.7, -1.0, 0.6], [1.4, 1.3, -6.9], [-3.8, 2.5, 1.6], [-1.0, -0.9, 6.2], [-0.9, -0.1, 0.9], [-0.4, 0.4, 0.0], [1.3, -1.0, 1.0], [0.5, -0.2, -2.5], [0.8, 0.9, 0.7], [1.4, -0.2, 1.2], [0.3, -0.4, -0.3], [-0.3, -0.5, 0.1], [-2.0, 0.6, -0.7], [-0.1, -0.8, -0.2], [0.1, 0.5, -0.2], [-0.2, 0.0, -0.9], [-0.1, 0.0, -0.3], [-0.1, -0.4, -0.6], [1.0, 1.0, 0.4], [-0.5, 0.5, -0.2], [0.2, -1.2, -0.2], [-0.2, 0.2, -0.2], [-1.0, -0.7, 0.7], [-1.1, 0.4, 0.0], [1.2, -3.1, -0.2], [0.5, -0.1, 0.9], [-0.2, 0.1, -1.0], [0.3, 0.5, -0.1], [-0.8, 1.3, 0.2], [0.0, 2.3, -0.7], [0.4, -1.2, -0.1], [0.3, 0.5, 0.8], [-0.6, 0.0, -0.1], [-0.2, -0.4, 0.5], [0.1, -1.1, -0.1], [2.1, -0.9, -1.8], [-0.4, 0.0, 0.2], [-1.0, 0.0, 0.3], [0.1, -0.1, 0.7], [-0.6, 0.2, 0.9], [0.1, 0.1, 0.0]],
  "mulliken_charge": [-0.41, 0.08, -0.05, -0.37, 0.36, 0.24, 0.14, 0.27, -0.25, 0.63, -0.45, -0.83, 0.14, 0.18, 0.38, 0.29, -0.32, 0.38, -0.30, -0.72, 0.07, 0.35, 0.29, 0.22, -0.49, 0.33, -0.09, -0.57, 0.31, 0.20, 0.25, 0.27, -0.38, 0.46, -0.19, -0.58, 0.36, 0.21, -0.28, 0.28, -0.35, 0.16, -0.14, -0.73, 0.29, 0.09, 0.17, 0.27, 0.25, 0.57, -0.29, -0.78, 0.38, 0.02, 0.24, 0.12, -0.97, 0.12, -0.34, -0.15, 0.19, 0.33, 0.66, 0.03, -0.24, -0.91, -0.76, 0.23, 0.29, 0.37, 0.18, -0.21, -0.73, 0.30, -0.13, 0.28, 0.51, -0.82, 0.05, 0.31, 0.21, 0.28, -0.04, -0.80, 0.06, 0.34, 0.21, 0.39, 0.07],
  "mol_weight_g_mol": 594.6,
  "lumo_energy_ev": -0.233,
  "gap_ev": 8.36,
  "e_above_lowest_kj_mol": 916.29,
  "homo_ev": -8.60
}